# 1
This record from the Open Molecules 2025 dataset describes an isolated molecule of C6H14N2OS. The level of theory is wB97M-V/def2-TZVPD.

Each line ends with the natural charge from an NBO analysis.
Element x y z (Å)
S: -4.12430 -1.89972 0.91964  -0.07
C: -2.70441 -0.70799 0.74995  -0.51
C: -1.36184 -1.39386 1.02296  -0.23
N: -0.19775 -0.51949 1.22098  -0.49
N: 0.63110 -0.06734 0.14381  -0.29
C: 2.08366 -0.23157 0.31891  -0.25
C: 2.83419 0.12399 -0.97897  -0.08
O: 2.48738 1.42690 -1.49805  -0.53
C: 1.06705 1.57705 -1.69023  -0.08
C: 0.31104 1.28245 -0.39087  -0.26
H: -5.15809 -1.08274 0.66561  0.13
H: -2.66184 -0.38033 -0.29748  0.20
H: -2.87602 0.18909 1.37491  0.21
H: -1.47625 -1.95892 1.96246  0.20
H: -1.21464 -2.08160 0.16967  0.21
H: -0.28252 0.15273 1.96576  0.34
H: 2.30497 -1.26886 0.56842  0.22
H: 2.42586 0.45775 1.11624  0.16
H: 3.90326 0.09705 -0.79958  0.20
H: 2.71228 -0.62479 -1.76770  0.17
H: 0.64861 0.99599 -2.52212  0.17
H: 0.86140 2.60046 -2.02203  0.19
H: 0.52374 2.04395 0.36658  0.17
H: -0.73687 1.26981 -0.59888  0.20

Results
- E_tot (eV) = -22309.94825
- LUMO energy (eV) = 0.89
- M (u) = 162.26
- HOMO-LUMO gap (eV) = 9.733
- relative energy (zero: lowest compared OMol25 entry of this formula, charge and spin) (kcal/mol) = 54.76
- structure (SMILES) = SCCNN1CCOCC1

***

# 2
This record from the Open Molecules 2025 dataset describes C6H14N3 as an isolated structure. The level of theory is wB97M-V/def2-TZVPD.

Each line ends with the natural charge from an NBO analysis.
Element x y z (Å)
C: -1.91483 -0.10592 -0.07069  0.31
C: 0.80527 -0.59170 -0.49300  0.66
C: -3.16490 0.28691 -0.82842  -0.63
C: -2.03069 -0.24293 1.40970  -0.68
C: 1.44784 1.64275 0.27052  -0.42
C: 3.08796 -0.12938 -0.01676  -0.41
N: -0.99804 -0.09210 -0.91487  -0.38
N: 1.71754 0.30630 -0.23941  -0.37
N: 0.96191 -1.87392 -0.66593  -0.78
H: -3.77952 0.99506 -0.17760  0.24
H: -2.84922 0.52820 -1.83289  0.26
H: -3.70357 -0.58297 -0.89407  0.23
H: -2.88852 -0.81121 1.63697  0.25
H: -1.99289 0.88647 1.73180  0.26
H: -1.19828 -0.78564 1.84752  0.23
H: 0.45312 1.92752 0.16694  0.24
H: 1.82061 1.59424 1.34713  0.22
H: 1.83022 2.47422 -0.26065  0.24
H: 3.12365 -0.72518 0.83957  0.21
H: 3.38798 -0.75245 -0.85309  0.21
H: 3.51859 0.81243 0.06688  0.24
H: 0.37514 -2.45615 -1.25411  0.45
H: 1.99060 -2.30455 -0.81555  0.41

Results
- net charge = +1
- E_tot (eV) = -10909.87997
- LUMO energy (eV) = -3.02
- M (u) = 128.20
- HOMO-LUMO gap (eV) = 10.560
- relative energy (zero: lowest compared OMol25 entry of this formula, charge and spin) (kcal/mol) = 75.05

***

# 3
This record from the Open Molecules 2025 dataset describes an isolated ion of composition C6H14N3 and charge +1. The level of theory is wB97M-V/def2-TZVPD.

Each line ends with the natural charge from an NBO analysis.
Element x y z (Å)
C: -1.18520 1.53654 -1.97888  -0.27
C: -1.24909 2.19801 -0.83611  -0.02
C: -0.67098 0.17301 -2.13497  0.26
C: 1.76528 -1.68139 2.28289  -0.61
C: 1.30125 -1.42812 0.84720  -0.41
C: 0.94440 0.08313 0.66441  -0.24
N: -0.35562 0.17066 0.28591  -0.45
N: -1.50186 -0.89482 -2.15248  -0.68
N: -1.03112 1.31571 0.42701  -0.36
H: -1.18784 2.11100 -2.83218  0.27
H: -1.76049 3.18276 -0.81848  0.26
H: 0.19026 0.15509 -2.69340  0.22
H: 1.88571 -2.74381 2.48313  0.22
H: 2.75564 -1.17615 2.34591  0.21
H: 1.12068 -1.35021 3.15100  0.22
H: 0.28591 -1.75126 0.79779  0.21
H: 1.92905 -1.84236 0.11530  0.21
H: 0.98880 0.69277 1.65590  0.16
H: 1.72023 0.62592 0.15557  0.18
H: -2.25373 -0.92122 -1.53399  0.40
H: -1.09121 -1.85395 -2.09218  0.42
H: -0.61822 2.15192 1.07055  0.39
H: -1.98185 1.24677 0.79011  0.42

Results
- net charge = +1
- E_tot (eV) = -10907.30766
- LUMO energy (alpha / beta) (eV) = -4.44 / -4.44
- M (u) = 128.20
- HOMO-LUMO gap (alpha / beta) (eV) = 7.559 / 7.560
- relative energy (zero: lowest compared OMol25 entry of this formula, charge and spin) (kcal/mol) = 134.37

***

# 4
This record from the Open Molecules 2025 dataset describes C6H14N4 as an isolated structure. The level of theory is wB97M-V/def2-TZVPD.

Each line ends with the Mulliken spin population.
Element x y z (Å)
C: -1.11738 1.18942 -1.10452  -0.05
C: 1.63173 1.72940 -0.17476  0.06
C: 2.28104 -1.58258 0.47050  0.03
C: -2.65563 -1.31488 -0.51032  0.06
C: 0.86785 0.50683 0.41297  0.66
C: -1.06909 0.48884 0.12094  0.66
N: -1.17784 1.54651 -2.19431  0.27
N: -1.76686 1.06385 1.21065  0.08
N: 1.33260 -0.74597 -0.15008  0.11
N: -1.32667 -0.86115 -0.10268  0.11
H: 1.67310 2.68168 0.38868  0.00
H: 1.08683 2.15546 -1.08708  0.02
H: 2.58321 1.46337 -0.59657  0.00
H: 3.32151 -1.24166 0.62896  0.01
H: 1.86512 -1.64334 1.51994  0.02
H: 2.16455 -2.58835 -0.00445  0.00
H: -2.67952 -1.48559 -1.60992  0.02
H: -2.68840 -2.35990 0.01151  -0.02
H: -3.35338 -0.49542 -0.16884  0.00
H: 1.00463 0.37856 1.51825  0.01
H: -1.76800 2.11084 1.12876  -0.01
H: -1.37917 0.75360 2.05960  -0.01
H: 1.61045 -0.58019 -1.17588  0.00
H: -0.44067 -1.16932 -0.59135  0.00

Results
- <S²> = 2.011
- E_tot (eV) = -12401.84592
- LUMO energy (alpha / beta) (eV) = 0.83 / -2.27
- M (u) = 142.21
- HOMO-LUMO gap (alpha / beta) (eV) = 4.686 / 6.601
- multiplicity = 3
- relative energy (zero: lowest compared OMol25 entry of this formula, charge and spin) (kcal/mol) = 23.71

***

# 5
This record from the Open Molecules 2025 dataset describes an isolated ion of composition C6H14N4 and charge +2. The level of theory is wB97M-V/def2-TZVPD.

Each line ends with the natural charge from an NBO analysis.
Element x y z (Å)
N: -1.11414 -0.89246 0.03000  -0.86
C: 0.00251 -0.70234 -0.89108  0.30
C: 0.52913 0.50959 -1.15630  -0.27
C: -0.07734 1.76263 -0.69423  -0.20
C: 0.07360 2.44802 0.43458  -0.19
C: 0.70916 1.92264 1.68164  -0.16
C: 0.15170 1.21401 2.66047  -0.08
N: -1.04727 0.30793 2.50665  -0.73
N: 0.26427 -1.94534 -1.49925  -0.45
N: 1.11168 -1.93042 -2.57300  -0.48
H: -0.95604 -1.75684 0.56040  0.38
H: -1.94314 -1.00681 -0.53849  0.41
H: 1.29349 0.63595 -1.75882  0.22
H: -0.62680 2.33606 -1.39523  0.24
H: -0.35880 3.33998 0.54090  0.24
H: 1.64286 2.21757 1.95623  0.24
H: 0.86853 1.08412 3.50105  0.26
H: -1.89883 0.73447 2.83073  0.44
H: -0.90611 -0.48856 3.08944  0.45
H: -1.25570 0.26958 1.50394  0.48
H: 0.30394 -2.85887 -1.09828  0.42
H: 1.13082 -2.71157 -3.28190  0.46
H: 2.05454 -1.94786 -2.39358  0.42
H: 0.89181 -1.22401 -3.19233  0.44

Results
- net charge = +2
- E_tot (eV) = -12388.86415
- LUMO energy (eV) = -6.56
- M (u) = 142.21
- HOMO-LUMO gap (eV) = 10.140
- relative energy (zero: lowest compared OMol25 entry of this formula, charge and spin) (kcal/mol) = 117.03
- structure (SMILES) = N\C(=C/C=C\C=C/[NH3+])N[NH3+]

***

# 6
This record from the Open Molecules 2025 dataset describes an isolated molecule of C6H14N4O2. The level of theory is wB97M-V/def2-TZVPD.

Each line ends with the natural charge from an NBO analysis.
Element x y z (Å)
H: -0.14769 -2.04248 2.34323  0.35
N: -0.77160 -1.84515 1.56202  -0.62
C: -1.11028 -0.64906 1.62114  0.55
N: -0.62926 0.17092 2.69579  -0.91
N: -2.01161 -0.16938 0.61933  -0.67
C: -1.65358 1.17344 0.10752  -0.22
C: -0.22211 1.27574 -0.38440  -0.43
C: 0.04286 0.47272 -1.67597  -0.42
C: 0.19928 -1.02738 -1.47345  -0.23
N: 1.41747 -1.46834 -0.76665  -0.66
C: 2.44802 -0.58548 -0.64778  0.88
O: 2.81861 -0.19196 0.42488  -0.66
O: 3.06332 -0.16282 -1.74687  -0.68
H: 0.03707 0.86745 2.39023  0.39
H: -1.37971 0.57912 3.23810  0.37
H: -2.93524 -0.08436 1.03433  0.37
H: -2.32858 1.42146 -0.70868  0.20
H: -1.83754 1.91207 0.89826  0.17
H: 0.52171 1.07923 0.38471  0.21
H: -0.07724 2.32002 -0.66824  0.22
H: 0.83129 0.92324 -2.26910  0.22
H: -0.86389 0.59655 -2.27289  0.21
H: -0.64739 -1.43251 -0.93462  0.25
H: 0.15606 -1.50021 -2.45904  0.19
H: 1.22871 -1.92464 0.10952  0.41
H: 3.85134 0.29181 -1.42138  0.50

Results
- E_tot (eV) = -16504.48254
- LUMO energy (eV) = 0.66
- M (u) = 174.20
- HOMO-LUMO gap (eV) = 9.832
- relative energy (zero: lowest compared OMol25 entry of this formula, charge and spin) (kcal/mol) = 28.44
- structure (SMILES) = [H]/N=C(\N)NCCCCNC(=O)O

***

# 7
This record from the Open Molecules 2025 dataset describes an isolated ion of composition C6H14N5 and charge +1. The level of theory is wB97M-V/def2-TZVPD.

Each line ends with the natural charge from an NBO analysis.
Element x y z (Å)
C: -2.04986 1.19778 0.46156  -0.60
C: -1.60340 -0.02478 -0.25167  -0.28
C: -1.39279 0.18388 -1.74127  -0.62
C: -0.45897 -0.57784 0.60656  0.53
N: -0.71949 -1.05801 1.84633  -0.83
N: 0.69328 0.68762 0.65447  -0.55
C: 1.85473 0.60135 0.26013  0.57
N: 2.81193 1.55453 0.30715  -0.80
N: 2.43172 -0.67331 -0.37949  -0.60
C: 1.57097 -1.70155 -0.51177  0.39
N: 0.30989 -1.65260 -0.17336  -0.53
H: -2.12399 1.08177 1.59579  0.21
H: -3.09617 1.50904 0.18555  0.23
H: -1.53035 2.08757 0.30924  0.24
H: -2.35741 -0.76449 -0.11361  0.22
H: -2.46059 0.56059 -2.05702  0.24
H: -1.30313 -0.65528 -2.39032  0.23
H: -0.67304 0.96415 -1.86310  0.22
H: -1.59832 -0.64580 2.22282  0.40
H: 0.01740 -0.86886 2.47889  0.40
H: 2.67439 2.46565 0.63829  0.42
H: 3.67405 1.47078 -0.18223  0.40
H: 3.38188 -0.73487 -0.79340  0.44
H: 2.18738 -2.55201 -0.92180  0.25
H: -0.24010 -2.45528 -0.18774  0.43

Results
- net charge = +1
- E_tot (eV) = -13892.45104
- LUMO energy (eV) = -3.22
- M (u) = 156.21
- HOMO-LUMO gap (eV) = 10.118
- relative energy (zero: lowest compared OMol25 entry of this formula, charge and spin) (kcal/mol) = 50.18
- structure (SMILES) = CC(C)[C@]1(N)N=C(N)NC=[NH+]1

***

# 8
This record from the Open Molecules 2025 dataset describes C6H14N7O3PdS as an isolated structure. The level of theory is wB97M-V/def2-TZVPD.

Each line ends with the natural charge from an NBO analysis.
Element x y z (Å)
Pd: -0.09891 0.67666 -0.49429  0.93
N: -0.23590 -0.08520 1.87901  -0.69
N: -0.51991 -1.45072 1.71438  -0.54
C: -1.18783 -1.91208 0.54512  0.85
O: -1.70623 -3.00962 0.61642  -0.64
O: -1.09694 -1.19329 -0.52120  -0.74
H: 0.66131 0.02210 2.32784  0.37
H: -0.94250 0.38164 2.43362  0.37
H: -0.87422 -1.92157 2.53381  0.39
N: -1.14991 1.39747 -3.11572  -0.76
C: -1.98590 1.27829 -2.08076  0.32
N: -3.00946 0.44498 -2.17234  -0.72
S: -1.82220 2.29189 -0.68440  -0.07
H: -1.21232 0.78618 -3.91304  0.41
H: -0.38331 2.04577 -3.06006  0.44
H: -3.04652 -0.25690 -2.89514  0.41
H: -3.59489 0.30735 -1.36669  0.44
C: 5.29364 -1.56423 -1.09856  -0.42
N: 4.02103 -0.87290 -1.16054  -0.37
C: 3.86286 0.46003 -1.72578  -0.32
C: 2.40004 0.71789 -1.42572  0.66
O: 1.70798 1.69031 -1.71848  -0.63
N: 1.89835 -0.32994 -0.74088  -0.65
C: 2.86982 -1.24021 -0.58649  0.66
N: 2.66731 -2.36715 0.07784  -0.75
H: 5.89431 -1.26236 -1.95294  0.24
H: 5.15209 -2.64284 -1.15848  0.22
H: 5.83918 -1.33118 -0.18206  0.22
H: 4.07426 0.48285 -2.79565  0.25
H: 4.50001 1.19387 -1.22655  0.25
H: 1.73028 -2.56442 0.40066  0.45
H: 3.36859 -3.08398 0.13757  0.42

Results
- net charge = +1
- E_tot (eV) = -37332.23025
- LUMO energy (alpha / beta) (eV) = -4.87 / -4.88
- M (u) = 370.71
- HOMO-LUMO gap (alpha / beta) (eV) = 6.841 / 6.834
- relative energy (zero: lowest compared OMol25 entry of this formula, charge and spin) (kcal/mol) = 13.43

***

# 9
This record from the Open Molecules 2025 dataset describes C6H14NO as an isolated structure. The level of theory is wB97M-V/def2-TZVPD.

Each line ends with the natural charge from an NBO analysis.
Element x y z (Å)
C: 3.81045 -0.89148 -0.45126  -0.60
C: 2.32895 -0.74046 -0.15486  -0.24
N: 2.07584 0.63354 0.18945  -0.82
C: 0.69462 0.97492 0.13213  -0.22
C: -0.29937 0.12251 0.91243  -0.67
C: -3.58013 -0.33869 0.01174  -0.54
C: -3.45232 1.00655 -0.48303  0.17
O: -3.15562 2.01013 0.16571  -0.59
H: 4.15921 -1.86648 -0.85798  0.16
H: 4.12562 -0.22005 -1.26433  0.19
H: 4.36625 -0.60065 0.44972  0.20
H: 2.12592 -1.36853 0.73878  0.11
H: 1.69561 -1.14726 -0.97337  0.10
H: 0.53610 1.95782 0.58897  0.16
H: 0.34750 1.11564 -0.92510  0.08
H: -1.13575 0.66588 1.36622  0.19
H: 0.35917 -0.20138 1.75422  0.21
H: -0.74319 -0.72963 0.38198  0.16
H: -4.06863 -0.38585 0.98590  0.24
H: -3.72912 -1.28311 -0.49793  0.23
H: -2.52252 0.14708 -0.58742  0.34
H: -3.93859 1.13949 -1.48197  0.14

Results
- net charge = -1
- E_tot (eV) = -9981.19529
- LUMO energy (eV) = 2.84
- M (u) = 116.18
- HOMO-LUMO gap (eV) = 3.921
- relative energy (zero: lowest compared OMol25 entry of this formula, charge and spin) (kcal/mol) = 125.18

***

# 10
This record from the Open Molecules 2025 dataset describes C6H14NO as an isolated structure. The level of theory is wB97M-V/def2-TZVPD.

Each line ends with the Mulliken spin population.
Element x y z (Å)
C: 0.45785 0.05196 0.22742  0.01
C: -0.06483 1.21636 -0.59364  0.02
C: -1.44898 0.92800 -1.20094  0.01
O: -2.43174 0.69123 -0.28251  -0.87
C: 1.78859 0.35327 0.91730  0.09
N: 2.91528 -1.06083 0.30842  1.76
C: -3.05553 -2.26081 0.68089  -0.03
C: 2.94772 0.30374 -0.09733  0.00
H: -0.32007 -0.24567 0.97005  0.01
H: 0.58297 -0.83866 -0.43117  0.00
H: -0.15866 2.12658 0.00279  -0.01
H: 0.62401 1.46050 -1.41333  -0.01
H: -1.70026 1.78900 -1.83937  -0.06
H: -1.31794 0.06066 -1.88464  -0.05
H: 1.88308 -0.14542 1.88528  0.03
H: 1.78328 1.43401 1.22761  0.03
H: -2.37308 -2.57613 1.47444  0.00
H: -2.66262 -1.34350 0.21698  0.01
H: -3.20603 -3.03950 -0.06818  0.00
H: 2.62846 0.55843 -1.10006  0.02
H: 3.86018 0.84836 0.20826  0.04
H: -4.02518 -2.02556 1.12283  0.00

Results
- <S²> = 1.762
- E_tot (eV) = -9979.91494
- LUMO energy (alpha / beta) (eV) = -1.68 / 0.16
- M (u) = 116.18
- HOMO-LUMO gap (alpha / beta) (eV) = 6.516 / 10.897
- multiplicity = 2
- relative energy (zero: lowest compared OMol25 entry of this formula, charge and spin) (kcal/mol) = 109.68